Entry w
This record from the OMol25 dataset describes a cluster of 2 separate species, C9H16N2O2 in total. The level of theory is ωB97M-V with the def2-TZVPD basis set.

Geometry as XYZ:
```
29
Properties=species:S:1:pos:R:3:mulliken_charge:R:1
C -1.981 0.136 1.016 -1.27
C -3.172 -1.192 -0.545 -1.53
C -2.311 1.024 -1.195 -1.23
H 2.228 0.981 0.103 0.22
H -2.206 -0.329 2.098 0.28
H 6.492 0.821 0.560 0.37
C 5.327 -0.866 -0.109 -0.21
H -3.165 1.508 -1.915 0.28
C 5.520 0.422 0.376 -0.61
C 2.867 -0.886 0.028 0.46
H 3.736 -2.496 -0.520 0.32
O 1.788 -1.519 0.014 -0.65
H 6.049 -1.690 -0.090 0.36
H -2.319 -1.718 -1.213 0.31
N 4.049 -1.439 -0.236 -0.21
H -1.737 1.979 -0.759 0.32
O 4.303 2.427 -0.307 -0.61
H -4.095 -1.167 -1.187 0.35
H -5.371 0.389 0.165 0.33
C -4.309 0.598 0.590 -1.32
N 3.120 0.452 0.127 -0.07
C -2.954 0.178 -0.082 1.76
H -4.301 1.906 0.499 0.24
C 4.333 1.197 0.067 0.63
H -3.387 -1.690 0.385 0.41
H -4.400 0.276 1.671 0.31
H -1.070 -0.605 0.712 0.16
H -1.609 0.203 -1.665 0.28
H -1.425 1.100 1.411 0.32
```

Charge: 0
HOMO level (eV): -9.7
Kohn-Sham gap (Eh): 0.3618

***

Entry x
This record from the OMol25 dataset describes a cluster of 2 separate species, C9H16N2O2 in total. The level of theory is ωB97M-V with the def2-TZVPD basis set.

Geometry as XYZ:
```
29
Properties=species:S:1:pos:R:3:mulliken_charge:R:1
H -2.109 1.726 0.321 0.28
H -4.396 -2.212 -0.086 0.41
H -4.443 0.288 1.224 0.30
C 2.869 1.095 -0.334 -0.36
H 0.185 1.227 0.980 0.55
H -4.875 -1.293 -1.729 0.22
C -4.145 -0.077 0.120 -0.27
C 2.524 -0.220 0.169 0.75
O 1.465 -0.594 0.725 -0.68
N 5.203 0.440 -0.114 -0.08
H -2.524 -1.250 -0.078 0.18
H 0.079 1.018 -0.792 0.06
H -4.268 0.808 -0.452 0.24
C 4.276 1.398 -0.287 -0.22
H -2.855 0.251 -1.334 0.09
H -0.010 -0.568 0.304 0.31
H 3.254 -2.164 0.191 0.29
O 5.779 -1.747 0.025 -0.58
H 6.193 0.471 -0.012 0.21
H -5.827 -1.306 -0.019 0.36
H -2.002 0.643 1.760 0.27
C -2.745 -0.115 -0.173 -0.24
H 1.993 1.756 -0.701 0.22
H 4.794 2.401 -0.364 0.37
C -1.796 0.748 0.619 -0.66
C -0.303 0.587 0.370 -0.90
N 3.534 -1.127 0.150 -0.15
C 4.943 -0.896 -0.033 0.22
C -4.794 -1.290 -0.449 -1.19
```

Charge: 0
HOMO level (eV): -8.5
Kohn-Sham gap (Eh): 0.3191

***

entry w ends up most stable, edging out the next structure by 149.3 kJ/mol.